Record 1
74
Properties=species:S:1:pos:R:3:lowdin_spin:R:1 method="wB97M-V/def2-TZVPD" largest_force_ev_per_a=4.724 homo_energy_ev="-8.196 / -8.238" s2=2.009 spin_multiplicity=3 total_energy_ha=-1276.7146
C -0.55343 -2.64574 4.25678 0.00
C 0.41573 -2.10635 3.06770 0.00
C 1.42686 -3.07923 2.41102 0.00
C 2.33732 -2.50772 1.28087 0.00
C 2.21159 -1.02173 0.79855 0.00
C 1.14285 -0.10443 1.48769 0.00
C 0.22339 -0.61743 2.65101 0.00
C -0.80225 0.40834 3.31272 0.00
C -2.30388 0.34478 2.71222 0.00
C -3.33826 0.54584 3.92739 0.01
C -4.45243 -0.58079 4.12944 0.02
C -4.04674 -1.40361 5.48050 0.00
C -5.87258 0.12937 4.50206 0.01
N -4.61505 -1.58408 3.04885 0.36
O -4.19754 -2.78553 3.35711 0.53
C -4.18052 -1.12530 1.70357 0.03
C -4.42563 -2.38734 0.69527 0.00
C -5.01400 0.09394 1.08327 0.00
C -2.58996 -0.91215 1.75484 0.02
H 0.08187 -3.36384 4.87786 0.00
H -0.76815 -1.74047 4.92655 0.00
H -1.50155 -3.11312 3.82877 0.00
H 1.50850 -4.15360 2.78716 0.00
H 3.09463 -3.21418 0.80258 0.00
H 2.91186 -0.65646 -0.03202 0.00
H 1.08164 0.97046 1.07523 0.00
H -0.73903 0.28132 4.44443 0.00
H -0.38311 1.46492 3.09376 0.00
H -2.40552 1.28412 2.04318 0.00
H -2.79581 0.67015 4.94117 0.00
H -3.89389 1.55042 3.77485 0.00
H -4.85801 -2.15946 5.77356 0.00
H -4.01360 -0.61292 6.32498 0.00
H -2.99830 -1.84808 5.42894 0.00
H -6.67945 -0.68750 4.64596 0.00
H -5.76918 0.63145 5.53834 0.00
H -6.15413 0.89144 3.70157 0.00
H -3.70175 -3.24528 0.88247 0.00
H -4.16928 -1.97200 -0.35312 0.00
H -5.53083 -2.70471 0.67196 0.00
H -4.59397 1.11759 1.40913 0.00
H -6.13473 0.00958 1.30453 0.00
H -4.84768 0.05020 -0.06043 0.00
H -2.12554 -1.89894 2.12824 0.00
H -2.16498 -0.76745 0.68862 0.00
C 2.43667 2.93861 -5.43226 0.00
C 3.16349 2.72167 -4.07815 0.02
C 4.67303 3.01786 -4.23127 0.01
C 5.45668 1.91498 -4.93436 0.00
C 5.18292 0.55910 -4.29450 0.01
C 3.67838 0.23235 -4.21601 0.02
N 2.88604 1.33351 -3.59060 0.33
O 3.12716 1.30878 -2.25299 0.59
C 3.14444 -0.07438 -5.63597 0.00
C 3.50131 -1.11402 -3.46637 0.00
C 2.56376 3.81270 -3.15057 0.00
H 1.53421 2.32543 -5.50586 0.00
H 2.11044 3.97549 -5.55668 0.00
H 3.07328 2.72568 -6.29343 0.00
H 5.11966 3.17274 -3.24197 0.00
H 4.81349 3.95790 -4.77745 0.00
H 5.21353 1.89201 -6.00164 0.00
H 6.52717 2.13568 -4.87409 0.00
H 5.70841 -0.21734 -4.86002 0.00
H 5.62161 0.54979 -3.28926 0.00
H 2.06266 -0.23929 -5.62310 0.00
H 3.60575 -0.98335 -6.03470 0.00
H 3.36003 0.70361 -6.36526 0.00
H 3.94573 -1.10127 -2.46707 0.00
H 3.99174 -1.92758 -4.00927 0.00
H 2.44321 -1.37491 -3.36808 0.00
H 1.49460 3.64956 -2.98599 0.00
H 2.68468 4.80568 -3.59430 0.00
H 3.06047 3.85449 -2.17787 0.00



Record 2
89
Properties=species:S:1:pos:R:3:mulliken_charge:R:1 method="wB97M-V/def2-TZVPD" largest_force_ev_per_a=10.832 homo_energy_ev=-8.436 total_energy_ha=-32987.4424
C -0.07622 6.89305 -3.07662 -1.18
C -0.86948 6.03709 -1.87761 0.36
C 0.35171 5.21465 -1.08692 -0.81
C -1.91601 5.04974 -2.66571 -0.67
C -2.86539 4.12494 -1.70404 -0.80
C -2.18096 2.73403 -1.17180 0.26
C -2.17178 1.43876 -1.94810 0.65
C -2.86215 1.29721 -3.42801 0.28
C -2.07010 2.06010 -4.64376 -0.18
C -2.37403 1.37288 -6.10907 -0.49
N -2.08803 2.29484 -7.29540 -0.61
C -1.43957 0.15047 -1.17220 -0.17
O -1.87794 -1.12757 -1.29567 -0.67
C -0.15282 0.48891 -0.21520 0.48
P 1.41472 -0.59286 0.00237 0.32
O 2.02125 -0.15053 1.60776 -0.49
Cl 2.95128 0.03851 -1.33064 -0.23
C -0.17030 1.78823 0.56167 -0.40
C -1.48996 2.74376 0.34801 0.30
O -2.03741 3.48147 1.35364 -0.65
H -0.88789 7.16795 -3.87707 0.31
H 0.63960 6.09576 -3.60160 0.29
H 0.53431 7.80086 -2.66147 0.33
H -1.41609 6.81213 -1.16808 0.35
H 0.30277 4.06951 -1.41035 0.07
H 0.19455 5.23518 0.07366 0.19
H 1.42271 5.60230 -1.37180 0.38
H -1.29897 4.46911 -3.47221 0.13
H -2.65487 5.76295 -3.27454 0.24
H -3.85069 3.83011 -2.27760 0.34
H -3.14658 4.76810 -0.76436 0.35
H -2.84162 0.13426 -3.69544 -0.53
H -3.99037 1.61654 -3.46504 0.37
H -0.90905 2.21562 -4.42368 0.32
H -2.52979 3.15963 -4.70197 0.00
H -1.83154 0.33909 -6.21157 0.27
H -3.54068 1.13318 -6.14273 0.20
H -1.08429 2.60307 -7.26055 0.28
H -2.70762 3.13601 -7.28338 0.26
H 2.55320 0.69922 1.40865 0.44
H 0.69364 2.12221 1.29199 0.05
Br 3.42775 -1.36236 1.42866 0.12
C 4.60235 -2.86487 1.83878 -0.41
C 5.55215 -2.52477 2.96325 -0.51
Br 7.01032 -1.39058 2.33624 -0.21
H 5.10913 -3.13704 0.90885 0.40
H 3.93138 -3.67714 2.13302 -0.05
H 6.03835 -3.42728 3.34380 0.29
H 5.07262 -1.99834 3.79294 0.38
Br -5.24991 -2.04498 -6.38503 -0.13
C -4.70634 -2.30400 -4.52955 -0.13
C -5.87783 -2.14272 -3.58942 -0.57
Br -6.32084 -0.26052 -3.33083 -0.13
H -3.89207 -1.60078 -4.33426 -0.15
H -4.31643 -3.32519 -4.48829 0.39
H -5.62628 -2.51446 -2.59231 0.33
H -6.78705 -2.63939 -3.93885 0.40
Br -0.62804 -1.68742 2.62070 -0.11
C -1.89817 -2.87150 1.73183 -0.41
C -1.69666 -4.30703 2.15712 -0.56
Br -0.14708 -5.09430 1.27123 -0.16
H -1.78039 -2.71613 0.65588 0.21
H -2.88427 -2.51255 2.04059 0.32
H -2.54452 -4.92393 1.84684 0.39
H -1.54248 -4.42392 3.23324 0.38
Br -4.39266 0.84439 1.40973 -0.05
C -5.35882 1.86705 2.76105 -0.64
C -4.63507 1.84115 4.08685 -0.55
Br -4.89992 0.13872 5.00194 -0.15
H -6.37071 1.45550 2.80993 0.41
H -5.40443 2.88623 2.36637 0.32
H -5.04523 2.59450 4.76504 0.37
H -3.55569 1.98983 3.99572 0.31
Br 9.36873 -3.15861 4.93480 -0.12
C 9.74581 -1.24471 4.94837 -0.44
C 9.76118 -0.70085 6.35770 -0.58
Br 7.95008 -0.47877 7.04790 -0.14
H 9.00010 -0.76781 4.30637 0.20
H 10.73252 -1.14689 4.48642 0.33
H 10.19795 0.30138 6.37969 0.34
H 10.29579 -1.34098 7.06474 0.38
Br 4.01431 -6.05024 3.87595 -0.11
C 2.74417 -7.23432 2.98708 -0.52
C 2.94569 -8.66985 3.41237 -0.58
Br 4.49526 -9.45712 2.52647 -0.14
H 2.86195 -7.07895 1.91113 0.36
H 1.75808 -6.87537 3.29584 0.27
H 2.09782 -9.28675 3.10208 0.36
H 3.09986 -8.78674 4.48848 0.36